# 1
{
  "formula": "C39H52N6PdS",
  "method": "wB97M-V/def2-TZVPD",
  "charge": 0,
  "lumo_ev": -0.453,
  "gap_ev": 5.94,
  "total_energy_ev": -64546.5289,
  "species": ["Pd", "C", "C", "C", "C", "C", "C", "C", "N", "C", "C", "C", "C", "C", "C", "C", "C", "C", "C", "N", "C", "C", "C", "N", "C", "C", "C", "C", "C", "C", "C", "C", "C", "C", "C", "C", "C", "C", "N", "C", "C", "H", "H", "H", "H", "H", "H", "H", "H", "H", "H", "H", "H", "H", "H", "H", "H", "H", "H", "H", "H", "H", "H", "H", "H", "H", "H", "H", "H", "H", "H", "H", "H", "H", "H", "H", "H", "H", "H", "H", "H", "H", "H", "H", "H", "C", "N", "C", "S", "N", "C", "H", "H", "H", "H", "H", "H", "H", "H"],
  "xyz": [[-0.11833, -0.17844, 0.28994], [-6.16865, 0.89225, 1.05968], [-5.20997, 1.25202, 2.20336], [-3.80229, 1.44066, 1.72635], [-3.13774, 2.59864, 1.50562], [-3.61385, 4.00064, 1.73497], [-3.16687, 4.55971, 3.09265], [-1.82193, 2.23119, 1.00877], [-1.70965, 0.88026, 0.94739], [-2.89162, 0.36487, 1.36290], [-3.18033, -0.98000, 1.49612], [-2.32141, -2.03072, 1.24619], [-2.62869, -3.43122, 1.49394], [-3.89159, -3.93476, 2.12538], [-3.86878, -3.81071, 3.65500], [-1.53683, -4.13615, 1.11363], [-0.56562, -3.16631, 0.62886], [0.67439, -3.48201, 0.11954], [1.63853, -2.58023, -0.29910], [1.51902, -1.23295, -0.25614], [2.67195, -0.71630, -0.75021], [2.97017, 0.63046, -0.85741], [2.16667, 1.68131, -0.46407], [0.90248, 1.55937, 0.02002], [0.46012, 2.81659, 0.27840], [-0.81564, 3.13317, 0.71179], [1.50149, 3.78383, -0.01335], [2.56026, 3.07912, -0.48438], [3.90599, 3.58887, -0.89767], [4.95642, 3.43860, 0.21030], [1.39005, 5.25952, 0.21324], [1.57196, 5.64392, 1.68838], [3.58508, -1.79017, -1.10096], [2.94062, -2.94902, -0.82247], [3.44834, -4.35102, -0.96804], [4.01596, -4.90224, 0.34570], [4.94656, -1.60802, -1.70082], [4.88298, -1.37323, -3.21480], [-1.07171, -1.90947, 0.73764], [-1.28614, -5.60841, 1.24056], [-0.42859, -5.94635, 2.46805], [-7.17641, 0.69996, 1.43373], [-5.82178, 0.00504, 0.52792], [-6.21983, 1.70839, 0.33629], [-5.23661, 0.46878, 2.96538], [-5.55190, 2.16781, 2.68815], [-4.70348, 4.02176, 1.67795], [-3.24557, 4.64788, 0.93588], [-3.54970, 3.93839, 3.90425], [-3.53346, 5.57801, 3.23688], [-2.07799, 4.57140, 3.16884], [-4.16993, -1.23496, 1.85587], [-4.04121, -4.97913, 1.84692], [-4.74582, -3.37939, 1.73145], [-3.05174, -4.40075, 4.07346], [-4.80449, -4.15963, 4.09673], [-3.71210, -2.77221, 3.95271], [0.91542, -4.53497, 0.03862], [3.94649, 0.88566, -1.25317], [-1.03671, 4.18452, 0.85564], [3.82459, 4.64148, -1.17494], [4.24415, 3.05604, -1.78986], [4.65994, 4.00104, 1.09789], [5.93072, 3.80579, -0.11879], [5.06356, 2.39222, 0.50223], [0.41562, 5.61583, -0.13154], [2.14080, 5.77584, -0.38789], [0.83408, 5.13682, 2.31326], [1.46340, 6.72072, 1.83257], [2.56181, 5.34724, 2.04070], [4.22418, -4.37337, -1.73573], [2.64249, -4.99985, -1.31845], [4.87984, -4.31575, 0.66476], [4.32990, -5.94216, 0.23434], [3.26926, -4.85226, 1.14108], [5.55475, -2.49063, -1.49379], [5.44998, -0.76467, -1.22228], [4.35842, -2.19501, -3.70539], [5.88377, -1.29627, -3.64563], [4.33945, -0.45328, -3.43980], [-0.78823, -5.97718, 0.34062], [-2.24005, -6.13401, 1.30977], [0.54054, -5.44777, 2.40994], [-0.25877, -7.02189, 2.54999], [-0.91863, -5.60528, 3.38126], [-0.09701, -0.85020, -5.39660], [-0.21308, 0.48341, -4.83767], [-0.63921, 0.73509, -3.57746], [-0.97781, -0.47483, -2.47193], [-0.71344, 2.04258, -3.24274], [-0.18689, 3.12657, -4.04488], [-0.12772, -0.77347, -6.48308], [-0.92525, -1.46146, -5.04572], [0.83188, -1.33828, -5.09392], [0.03094, 1.25766, -5.42912], [-0.88785, 2.21305, -2.26727], [-0.75381, 3.25316, -4.97163], [0.87139, 2.98222, -4.28723], [-0.27371, 4.04704, -3.47352]],
  "atomic_forces_ev_per_a": [[0.3, 0.1, 0.8], [0.0, 0.0, 0.1], [0.0, -0.1, -0.1], [-0.1, -0.2, -0.1], [0.1, 0.1, -0.2], [0.1, -0.1, 0.1], [0.0, 0.0, -0.1], [0.0, 0.2, 0.2], [0.0, -0.1, -0.2], [-0.2, 0.1, 0.2], [-0.2, 0.0, 0.1], [-0.1, -0.1, 0.0], [-0.1, 0.1, 0.0], [0.1, 0.1, 0.1], [0.0, 0.0, -0.1], [0.2, 0.0, 0.0], [-0.2, -0.1, 0.0], [0.1, -0.1, -0.1], [0.0, -0.2, 0.1], [-0.1, 0.1, -0.1], [0.2, 0.0, 0.0], [0.1, -0.1, 0.0], [0.0, 0.1, 0.1], [0.0, 0.0, -0.2], [0.0, 0.1, 0.0], [-0.1, 0.1, 0.1], [-0.2, 0.0, 0.0], [0.1, -0.2, -0.1], [0.0, -0.1, 0.1], [0.0, 0.0, 0.0], [0.0, 0.0, 0.2], [0.0, 0.0, -0.1], [0.0, 0.2, -0.1], [-0.1, -0.1, 0.0], [0.0, 0.1, 0.1], [0.0, 0.0, 0.0], [-0.1, 0.0, -0.1], [0.0, 0.0, 0.0], [0.1, 0.0, -0.1], [0.1, 0.1, 0.1], [0.0, 0.0, -0.1], [0.0, 0.0, 0.0], [0.0, 0.0, 0.0], [0.0, 0.0, 0.0], [0.0, 0.0, 0.0], [0.0, 0.0, 0.0], [0.0, 0.0, 0.0], [0.0, 0.0, 0.0], [0.0, 0.0, 0.0], [0.0, 0.0, 0.0], [0.0, 0.0, 0.0], [0.0, 0.0, 0.0], [0.0, 0.0, 0.0], [0.0, 0.0, 0.0], [0.0, 0.0, 0.0], [0.0, 0.0, 0.0], [0.0, 0.0, 0.0], [0.0, 0.0, 0.0], [0.0, 0.0, 0.0], [0.0, 0.0, 0.0], [0.0, 0.0, 0.0], [0.0, 0.0, 0.0], [0.0, 0.0, 0.0], [0.0, 0.0, 0.0], [0.0, 0.0, 0.0], [0.0, 0.0, 0.0], [0.0, 0.0, 0.0], [0.0, 0.0, 0.0], [0.0, 0.0, 0.0], [0.0, 0.0, 0.0], [0.0, 0.0, 0.0], [0.0, 0.0, 0.0], [0.0, 0.0, 0.0], [0.0, 0.0, 0.0], [0.0, 0.0, 0.0], [0.0, 0.0, 0.0], [0.0, 0.0, 0.0], [0.0, 0.0, 0.0], [0.0, 0.0, 0.0], [0.0, 0.0, 0.0], [0.0, 0.0, 0.0], [0.0, 0.0, 0.0], [0.0, 0.0, 0.0], [0.0, 0.0, 0.0], [0.0, 0.0, 0.0], [0.0, 0.1, 0.1], [-0.1, 0.0, 0.1], [0.4, -0.3, -0.1], [-0.3, 0.0, -0.6], [0.0, 0.2, 0.0], [0.0, 0.0, 0.1], [0.0, 0.0, 0.0], [0.0, 0.0, 0.0], [0.0, 0.0, 0.0], [0.0, 0.0, 0.0], [0.0, 0.0, 0.1], [0.0, 0.0, 0.0], [0.0, 0.0, 0.0], [0.0, 0.0, 0.0]],
  "mulliken_charge": [1.8257, -1.1214, -1.3109, 0.7960, 0.9554, -1.3523, -1.0427, -0.4191, -0.2431, -0.1848, -0.5870, -0.0531, 0.6496, -1.3204, -1.0530, 0.7027, -0.1831, -0.3525, -0.4035, -0.1492, -0.2280, -0.7037, -0.1775, -0.1412, -0.1609, -0.4262, 0.6946, 0.6919, -1.2154, -1.1304, -1.2516, -1.0861, 0.8063, 0.8822, -1.2931, -1.0933, -1.2323, -1.1349, -0.0672, -1.2220, -0.9555, 0.3607, 0.2956, 0.3223, 0.4150, 0.4345, 0.4616, 0.4267, 0.3114, 0.3786, 0.2055, 0.3351, 0.4147, 0.4046, 0.2391, 0.3877, 0.2713, 0.3511, 0.2892, 0.3039, 0.4590, 0.3864, 0.2599, 0.4022, 0.2630, 0.3680, 0.3930, 0.2219, 0.4045, 0.2595, 0.4390, 0.4469, 0.3124, 0.3781, 0.2271, 0.4242, 0.4126, 0.3103, 0.3945, 0.2490, 0.4125, 0.3399, 0.1925, 0.3935, 0.2298, -0.9237, -0.1565, 0.4504, -0.3146, -0.1038, -1.1392, 0.3649, 0.3204, 0.2434, 0.2094, 0.0924, 0.3866, 0.3580, 0.3151]
}


# 2
{
  "formula": "C3H7N2O2",
  "method": "wB97M-V/def2-TZVPD",
  "charge": -1,
  "lumo_ev": 3.910,
  "gap_ev": 5.96,
  "total_energy_ev": -10297.4394,
  "species": ["C", "C", "C", "N", "N", "O", "O", "H", "H", "H", "H", "H", "H", "H"],
  "xyz": [[0.30771, 2.22658, 0.76184], [0.91930, 1.25745, 0.12359], [1.64506, -2.46307, -0.75496], [-0.48849, -1.76018, -1.45214], [0.65902, -2.33309, -1.38872], [-1.32542, -1.69557, 1.12933], [2.73802, -2.81923, -0.30535], [-0.62079, 2.57480, 0.36380], [0.66472, 2.72631, 1.66077], [0.38421, 1.02631, -0.74123], [1.80073, 0.70577, 0.42448], [-1.15068, -2.08945, -2.20134], [-1.02260, -1.38220, 0.27750], [-0.65809, -2.30794, 1.46949]],
  "atomic_forces_ev_per_a": [[0.5, 0.8, 1.1], [0.2, 0.2, 0.6], [1.7, -1.3, -0.2], [-4.4, 2.4, -0.8], [2.1, -1.3, 0.1], [-0.5, -0.3, 2.3], [-0.8, 0.7, 0.0], [-0.4, 0.4, -0.2], [0.0, -0.3, 0.0], [-0.2, -1.4, -1.5], [0.0, 0.2, -0.1], [1.7, -0.2, 0.8], [0.5, -0.3, -1.7], [-0.2, 0.3, -0.4]],
  "mulliken_charge": [-0.3908, -0.5521, 0.3521, -0.7581, 0.1625, -0.7324, -0.7041, 0.2008, 0.2413, 0.2499, 0.2282, 0.0398, 0.3803, 0.2825]
}